The following is a DFT calculation (ωB97M-V with the def2-TZVPD basis set) of a cluster of 2 separate species, C5H10O in total in a non-equilibrium geometry.

Structure (XYZ):
```
16
Properties=species:S:1:pos:R:3:forces:R:3
C -1.781741 1.009614 0.603579 1.166 1.528 -2.459
C -0.376194 0.422357 0.618459 -2.082 -2.324 2.503
C -0.298455 -0.621054 1.484262 1.830 -0.225 -0.982
C 0.581094 1.904538 -1.033775 2.181 -1.137 0.505
C 0.733998 0.896564 -0.140148 -0.771 0.418 -1.884
H -2.269844 1.055737 1.558595 -0.258 -0.527 0.314
H -1.683642 2.055466 0.253530 -0.371 -0.217 0.134
H -2.337717 0.475576 -0.216326 0.112 0.442 1.121
H -0.990854 -0.713469 2.319338 -0.103 -0.457 -0.529
H 0.522781 -1.373664 1.317555 -0.655 0.924 0.857
H -0.289894 2.106411 -1.621674 -0.616 0.705 0.561
H 1.538798 2.354283 -1.283477 -0.306 0.076 -0.866
H 1.683222 0.351959 -0.075795 -0.121 0.759 0.705
H 1.759343 -2.761314 -1.811775 0.020 0.093 -0.020
H 1.393566 -4.010446 -1.036902 -0.012 -0.049 0.078
O 1.815536 -3.152556 -0.935447 -0.016 -0.010 -0.037
```
Forces are in eV/Å.

The SMILES is C=CC(=C)C.O. The calculation puts the molecular weight at 86.1 g/mol. As for the frontier orbital gap: 8.95 eV.

These are the natural (NBO) partial charges, in e, on atoms 1 to 8: C -0.6410; C -0.0503; C -0.3655; C -0.4006; C -0.2109; H 0.2252; H 0.2042; H 0.2189